C4H4N2O in the gas phase in a non-equilibrium geometry. Source: the Open Molecules 2025 dataset; level of theory: ωB97M-V/def2-TZVPD.

Values from the calculation:
Multiplicity: 1
Net charge: 0
Kohn-Sham gap, eV: 8.5
Structure (SMILES): [H]/N=C1\N=COC1=C
HOMO energy, eV: -8.94
Lowest unoccupied orbital energy, eV: -0.422

The geometry in XYZ format:
```
11
C4H4N2O ωB97M-V/def2-TZVPD
H 1.78 -2.24 -0.07
N 1.61 -1.14 0.24
C 0.44 -0.72 -0.13
N -0.69 -1.46 -0.60
C -1.63 -0.62 -0.72
O -1.24 0.78 -0.59
C -0.03 0.61 0.01
C 0.71 1.54 0.79
H -2.75 -0.60 -1.07
H 1.74 1.42 1.04
H 0.06 2.43 1.09
```

C4H7N3 in the gas phase in a non-equilibrium geometry. Source: the Open Molecules 2025 dataset; level of theory: ωB97M-V/def2-TZVPD.

Values from the calculation:
Multiplicity: 1
Net charge: 0
Kohn-Sham gap, eV: 9.7
Structure (SMILES): [H]/N=C1/C[C@@H]2CN2N1
HOMO energy, eV: -8.87
Lowest unoccupied orbital energy, eV: 0.868

The geometry in XYZ format:
```
14
C4H7N3 ωB97M-V/def2-TZVPD
H 2.27 -1.25 0.26
N 2.23 -0.12 0.24
C 1.01 0.04 0.06
C 0.29 1.43 0.00
C -1.17 0.78 -0.22
C -1.50 -0.42 0.76
N -0.99 -0.59 -0.63
N 0.17 -1.07 -0.24
H 0.64 2.02 -1.03
H 0.42 2.04 0.95
H -1.89 1.40 -0.85
H -1.08 -0.66 1.62
H -2.51 -0.52 0.98
H 0.47 -1.62 -1.19
```

A 7-piece molecular cluster, C28H53N3O4 overall in a non-equilibrium geometry. Source: the Open Molecules 2025 dataset; level of theory: ωB97M-V/def2-TZVPD.

Values from the calculation:
Multiplicity: 1
Net charge: 0
Kohn-Sham gap, eV: 10.1
Structure (SMILES): C1CCOC1.C1CCOC1.C1CCOC1.C1CCOC1.CCCC#N.CCCC#N.CCCC#N
HOMO energy, eV: -9.48
Lowest unoccupied orbital energy, eV: 0.634

The geometry in XYZ format:
```
88
C28H53N3O4 ωB97M-V/def2-TZVPD
C 2.12 1.22 20.39
C 1.47 2.23 19.46
C 2.14 1.99 18.09
O 3.42 1.58 18.48
C 3.37 0.73 19.65
H 1.40 0.43 20.64
H 2.47 1.71 21.29
H 1.57 3.24 19.85
H 0.40 2.03 19.39
H 2.18 2.81 17.37
H 1.66 1.17 17.56
H 4.16 0.96 20.37
H 3.35 -0.34 19.48
C 0.12 -1.68 18.32
C -0.88 -1.24 17.32
C -1.60 -0.08 18.10
O -1.34 -0.33 19.44
C -0.71 -1.54 19.55
H 1.00 -1.05 18.34
H 0.46 -2.70 18.13
H -1.62 -2.00 17.07
H -0.36 -0.86 16.45
H -2.68 -0.07 17.96
H -1.07 0.83 17.79
H -1.45 -2.34 19.61
H -0.13 -1.54 20.48
C 2.46 -2.89 15.05
C 2.17 -1.70 14.14
C 2.57 -0.41 14.77
O 3.64 -0.82 15.64
C 3.56 -2.27 15.94
H 2.69 -3.79 14.48
H 1.65 -3.12 15.74
H 1.12 -1.66 13.87
H 2.68 -1.88 13.19
H 1.74 -0.09 15.40
H 2.91 0.37 14.09
H 3.32 -2.41 16.99
H 4.53 -2.72 15.70
C 6.42 3.44 20.85
C 7.61 3.90 20.02
C 7.05 5.12 19.31
O 5.62 4.91 19.25
C 5.29 3.65 19.86
H 6.24 4.14 21.66
H 6.51 2.44 21.26
H 8.03 3.19 19.30
H 8.46 4.21 20.63
H 7.57 5.28 18.37
H 7.33 5.92 20.00
H 5.33 2.90 19.06
H 4.29 3.67 20.28
C 2.78 -3.80 20.39
C 1.92 -5.03 20.02
C 1.70 -5.35 18.51
C 2.99 -5.52 17.76
N 3.93 -5.63 17.18
H 2.46 -2.84 19.98
H 3.84 -3.83 20.14
H 2.75 -3.74 21.48
H 0.93 -5.04 20.46
H 2.44 -5.86 20.50
H 1.08 -4.58 18.05
H 1.19 -6.31 18.45
C 0.80 2.87 23.68
C -0.50 2.61 22.85
C -1.39 1.42 23.23
C -0.72 0.11 23.31
N -0.26 -0.94 23.39
H 1.34 1.93 23.81
H 0.60 3.28 24.66
H 1.54 3.52 23.22
H -0.15 2.45 21.83
H -1.11 3.51 22.83
H -2.20 1.35 22.51
H -1.77 1.60 24.24
C 3.90 3.81 14.92
C 4.67 4.90 15.61
C 3.97 5.50 16.83
C 2.62 5.94 16.60
N 1.50 6.26 16.50
H 3.88 2.89 15.50
H 4.28 3.57 13.92
H 2.86 4.13 14.80
H 4.76 5.75 14.93
H 5.68 4.56 15.83
H 4.52 6.38 17.15
H 3.98 4.72 17.60
```

A 2-piece molecular cluster, CH5NOS2 overall in a non-equilibrium geometry. Source: the Open Molecules 2025 dataset; level of theory: ωB97M-V/def2-TZVPD.

Values from the calculation:
Multiplicity: 1
Net charge: 0
Kohn-Sham gap, eV: 8.9
Structure (SMILES): NC=O.SS
HOMO energy, eV: -9.70
Lowest unoccupied orbital energy, eV: -0.766

The geometry in XYZ format:
```
10
CH5NOS2 ωB97M-V/def2-TZVPD
N 0.91 -1.47 -1.78
C -0.43 -1.17 -1.63
O -1.10 -0.81 -2.58
H 1.47 -0.92 -2.45
H 1.39 -1.87 -1.04
H -0.79 -1.53 -0.61
S 0.04 2.53 3.57
S -1.42 2.16 1.81
H 1.16 2.20 2.77
H -1.22 0.89 1.94
```

C4H8O2 in the gas phase. Source: the Open Molecules 2025 dataset; level of theory: ωB97M-V/def2-TZVPD.

Values from the calculation:
Multiplicity: 1
Net charge: 0
Kohn-Sham gap, eV: 10.8
Structure (SMILES): CCO[C@@H]1CO1
HOMO energy, eV: -9.70
Lowest unoccupied orbital energy, eV: 1.109

The geometry in XYZ format:
```
14
C4H8O2 ωB97M-V/def2-TZVPD
C -1.86 -0.91 -0.56
C -0.64 -0.04 -0.76
O -0.44 0.58 0.51
C 0.79 0.48 1.11
C 2.03 0.80 0.43
O 1.68 -0.56 0.79
H -2.67 -0.29 -0.17
H -1.63 -1.67 0.19
H -2.19 -1.40 -1.48
H 0.23 -0.62 -1.06
H -0.82 0.74 -1.51
H 0.67 0.65 2.18
H 2.84 1.28 0.98
H 2.01 0.97 -0.64
```

A 2-piece molecular cluster, C9H21N2S overall in a non-equilibrium geometry. Source: the Open Molecules 2025 dataset; level of theory: ωB97M-V/def2-TZVPD.

Values from the calculation:
Multiplicity: 1
Net charge: +1
Kohn-Sham gap (spin up / spin down), eV: 9.6 / 5.3
HOMO energy (spin up / spin down), eV: -12.28 / -10.12
Lowest unoccupied orbital energy (spin up / spin down), eV: -2.661 / -4.782

The geometry in XYZ format:
```
33
C9H21N2S ωB97M-V/def2-TZVPD
C 1.02 -0.84 0.92
C 0.26 0.32 0.29
C -1.19 -1.48 0.51
C 2.37 -1.04 0.22
C 0.62 1.71 0.77
C 0.38 -3.24 1.43
C -1.79 0.46 1.81
C -2.16 0.42 -0.54
C 0.64 2.74 -4.13
N 0.04 -1.96 0.80
N -1.17 -0.06 0.49
S -0.25 1.93 -2.85
H 1.17 -0.80 2.03
H 0.43 0.01 -0.83
H -1.99 -2.08 0.37
H 2.91 -0.16 0.21
H 2.19 -1.30 -0.81
H 2.94 -1.74 0.70
H 0.24 2.00 1.73
H 0.32 2.46 0.00
H 1.71 1.79 0.80
H 1.19 -3.36 2.12
H -0.48 -3.77 1.79
H 0.53 -3.99 0.64
H -2.72 -0.10 2.19
H -1.09 0.23 2.68
H -1.69 1.60 1.83
H -1.99 1.53 -0.58
H -1.90 -0.10 -1.52
H -3.21 0.31 -0.15
H 0.82 3.77 -3.79
H 0.27 2.48 -5.18
H 1.58 2.25 -3.94
```